[1]
Entry from the Open Molecules 2025 dataset: C42H38N6ORhS2 as an isolated structure in a non-equilibrium geometry (ωB97M-V/def2-TZVPD).

XYZ file:
```
90
Properties=species:S:1:pos:R:3
Rh 0.15415 -1.39490 -2.06155
N -1.29925 -1.62249 -3.61161
C -2.59888 -1.10905 -3.26240
C -3.68269 -1.97231 -3.26940
C -4.94681 -1.50373 -2.95137
C -5.12185 -0.16165 -2.65096
C -4.02719 0.68942 -2.63451
C -2.74115 0.23252 -2.92354
C -1.57263 1.13228 -2.73742
C -1.69873 2.48001 -3.09980
C -0.75459 3.41514 -2.71693
C 0.31458 3.00617 -1.92984
C 0.46672 1.65810 -1.62203
C -0.43391 0.66928 -2.05187
H -1.35338 -2.58899 -3.91365
H -0.86519 -1.06444 -4.34098
H -3.53593 -3.01687 -3.52463
H -5.78757 -2.18448 -2.94458
H -6.10446 0.21858 -2.40454
H -4.15851 1.73087 -2.36936
H -2.55552 2.79454 -3.68589
H -0.86697 4.45408 -2.99891
H 1.03997 3.73120 -1.57487
H 1.32804 1.37391 -1.02104
C 1.74928 -4.99224 -3.99342
C 1.38074 -5.97569 -3.08467
C 0.65664 -5.63041 -1.95545
C 0.32961 -4.29507 -1.72614
C 0.70934 -3.29421 -2.61624
C 1.40142 -3.66177 -3.76704
C -0.44074 -3.82002 -0.57833
C -0.66437 -4.60153 0.57345
C -1.35283 -4.08000 1.62297
C -1.87397 -2.77408 1.54596
C -2.58733 -2.17615 2.61144
C -3.04472 -0.89806 2.50512
C -2.81762 -0.16606 1.31886
C -2.12943 -0.71441 0.27589
C -1.62675 -2.02997 0.37331
N -0.89997 -2.56810 -0.66404
H 2.31462 -5.25987 -4.87810
H 1.65485 -7.00780 -3.25661
H 0.33924 -6.40587 -1.26842
H 1.69517 -2.91684 -4.50010
H -0.25215 -5.59826 0.62497
H -1.49191 -4.65118 2.53328
H -2.75882 -2.75587 3.51031
H -3.58213 -0.43965 3.32491
H -3.19854 0.84442 1.23464
H -1.93771 -0.15958 -0.62642
S 2.11718 -1.25068 -0.66159
C 2.74452 -0.62039 -2.07138
N 3.98396 -0.05029 -2.15775
C 4.39327 0.59725 -3.25801
C 3.58362 0.62408 -4.35343
C 2.34765 -0.02740 -4.26178
N 1.94026 -0.60907 -3.16406
H 4.58425 -0.11678 -1.34563
H 5.35261 1.09213 -3.19717
H 3.88118 1.13609 -5.25469
H 1.66828 -0.06324 -5.10636
C 1.28809 5.07901 2.53381
C 0.64186 3.71484 2.31750
C 1.69669 2.65667 2.01776
N 1.14579 1.30497 2.04147
C 1.58184 0.20695 2.66231
S 0.92702 -1.28267 2.29235
N 2.61111 0.32181 3.58284
C 2.77604 1.21777 4.65168
O 3.85839 1.31620 5.17446
C 1.57024 1.95057 5.13627
C 1.75461 3.20989 5.69770
C 0.67343 3.90181 6.21751
C -0.59050 3.32418 6.20035
C -0.77001 2.05318 5.67070
C 0.30790 1.36440 5.13426
H 0.53305 5.85549 2.65156
H 1.92312 5.35285 1.68756
H 1.90627 5.07194 3.43268
H -0.06552 3.76844 1.48447
H 0.08278 3.41682 3.20651
H 2.51040 2.73213 2.73445
H 2.12109 2.83670 1.02435
H 0.37888 1.12377 1.40623
H 3.22329 -0.47968 3.62919
H 2.75177 3.63172 5.71763
H 0.81465 4.88272 6.65194
H -1.43513 3.85886 6.61571
H -1.74860 1.59124 5.68546
H 0.16457 0.36680 4.73471
```

Computed properties:
Maximum force, eV Å⁻¹: 1.8
ΔE to the lowest compared entry with this formula, charge and spin, eV: 0.991
Electronic energy, hartree: -2933.85430
Net charge: +1

[2]
Entry from the Open Molecules 2025 dataset: one molecule with the formula C4H11N3O in a non-equilibrium geometry (ωB97M-V/def2-TZVPD).

XYZ file:
```
19
Properties=species:S:1:pos:R:3
N 2.45122 -0.44634 -0.44748
C 1.43180 0.41236 0.13223
C 0.16001 -0.30274 0.50514
O 0.10024 -1.13988 1.51359
C -0.86507 -0.45471 -0.52280
N -1.87688 -1.59055 -0.51853
C -1.11111 0.75255 0.50055
N -0.86784 2.04551 0.06692
H 1.86869 -1.30951 -1.15571
H 3.30934 0.10252 -0.97488
H 1.93006 0.90017 1.02458
H 1.05775 1.09870 -0.68039
H 1.17423 -1.51869 1.66434
H -0.66752 -0.08633 -1.54753
H -1.97594 -2.52371 -1.18505
H -1.80742 -1.95830 0.51983
H -1.76397 0.54366 1.25672
H -1.00814 2.96812 0.74836
H -1.53946 2.50715 -0.89988
```

Computed properties:
Maximum force, eV Å⁻¹: 7.8
SMILES: NCC1(O)[C@@H](N)[C@@H]1N
ΔE to the lowest compared entry with this formula, charge and spin, eV: 7.082
Electronic energy, hartree: -398.29391

[3]
Entry from the Open Molecules 2025 dataset: C20H31N3O2S as an isolated structure (ωB97M-V/def2-TZVPD).

XYZ file:
```
57
Properties=species:S:1:pos:R:3
C -0.43709 5.81325 -0.02722
C -0.71514 4.47456 -0.70209
C -0.97656 3.37868 0.33479
C 0.31968 2.88159 1.03306
N 0.92910 1.72529 0.39613
C 1.90318 1.98188 -0.65175
C 0.49635 0.49421 0.77655
O -0.38264 0.36793 1.62445
C 1.10265 -0.71133 0.07446
C 0.64057 -2.04484 0.64592
C 0.64306 -3.13965 -0.42435
C 0.05816 -4.44106 0.11801
C 0.79310 -4.90660 1.37324
C 0.82621 -3.80312 2.42828
C 1.42817 -2.53709 1.85433
C 2.11489 -1.59540 2.79125
C 2.93135 -2.46377 1.86479
N -1.73562 2.23996 -0.16826
C -1.58586 1.66599 -1.38638
O -0.94317 2.15489 -2.30507
C -2.26291 0.34454 -1.54596
C -2.47618 -0.57119 -0.55010
S -3.17843 -1.95640 -1.21276
N -3.21692 -1.38730 -2.75385
C -2.70349 -0.18024 -2.80491
C -2.63568 0.53472 -4.11618
H -0.24120 6.58567 -0.77082
H -1.29163 6.13542 0.57164
H 0.43103 5.77217 0.63435
H -1.59207 4.56388 -1.34420
H 0.10628 4.20046 -1.35837
H -1.60184 3.82278 1.11421
H 1.05590 3.68744 1.05150
H 0.09291 2.60128 2.05939
H 2.21595 1.05870 -1.12351
H 1.46190 2.60454 -1.42816
H 2.78351 2.48068 -0.23801
H 0.79645 -0.65046 -0.97603
H 2.19170 -0.63658 0.07367
H -0.39259 -1.91014 0.98311
H 0.06653 -2.80666 -1.29324
H 1.67168 -3.30845 -0.76459
H -0.99846 -4.27654 0.35905
H 0.08567 -5.21732 -0.64968
H 0.32400 -5.80661 1.77688
H 1.82161 -5.17471 1.10874
H -0.19156 -3.59049 2.77491
H 1.39954 -4.12348 3.30219
H 2.07557 -0.53455 2.58578
H 2.10772 -1.84209 3.84489
H 3.46527 -3.30260 2.29261
H 3.44738 -1.98496 1.04293
H -2.17524 1.67460 0.53839
H -2.20578 -0.49708 0.49397
H -3.06964 1.53176 -4.03735
H -1.60030 0.66295 -4.42553
H -3.17706 -0.03915 -4.86509
```

Computed properties:
Maximum force, eV Å⁻¹: 0.4
ΔE to the lowest compared entry with this formula, charge and spin, eV: 0.064
Electronic energy, hartree: -1493.66874